[1]
The following is a quantum chemistry calculation of C32H81NO20P4STa as an isolated structure, from OMol25.

Geometry as XYZ:
```
140
Properties=species:S:1:pos:R:3
C -0.655 2.920 -3.387
O 0.635 2.363 -3.214
C 1.667 3.342 -3.220
C 1.667 4.244 -1.969
C 2.666 3.749 -0.912
C 2.407 2.313 -0.429
C 0.964 2.096 0.033
C 0.638 0.693 0.628
C 1.815 -0.279 0.751
C 1.378 -1.584 1.467
Ta 0.496 -3.238 0.171
C 0.850 -4.685 1.933
C 1.901 -5.783 1.598
C 3.288 -5.363 2.097
C 3.472 -5.704 3.601
C 4.196 -7.045 3.751
C 4.520 -7.410 5.214
O 3.769 -6.623 6.129
C 3.692 -7.237 7.393
C -1.680 -3.002 0.983
C -1.947 -1.842 1.877
C -1.795 -2.137 3.375
N -2.319 -0.676 1.511
C 0.156 -1.914 -1.697
S -1.478 -1.706 -2.286
O -1.394 -1.378 -3.702
O -2.169 -0.663 -1.580
H -1.277 2.654 -2.528
H -1.095 2.528 -4.308
H -0.618 4.012 -3.453
H 1.590 3.922 -4.142
H 2.634 2.834 -3.250
H 2.032 5.217 -2.320
H 0.662 4.401 -1.577
H 2.657 4.458 -0.076
H 3.660 3.794 -1.372
H 3.079 2.135 0.415
H 2.640 1.622 -1.243
H 0.272 2.271 -0.790
H 0.745 2.852 0.799
H -0.166 0.236 0.049
H 0.230 0.827 1.635
H 2.246 -0.488 -0.234
H 2.614 0.193 1.335
H 0.791 -1.299 2.349
H 2.306 -2.021 1.870
H -0.106 -4.669 -0.879
H 2.208 -3.591 -0.423
H 1.221 -4.096 2.783
H -0.103 -5.127 2.244
H 1.948 -5.911 0.515
H 1.627 -6.731 2.082
H 3.454 -4.301 1.917
H 4.077 -5.903 1.564
H 4.102 -4.940 4.066
H 2.492 -5.718 4.076
H 3.545 -7.838 3.368
H 5.133 -7.049 3.194
H 4.323 -8.468 5.435
H 5.587 -7.241 5.432
H 3.275 -8.249 7.319
H 4.696 -7.268 7.839
H 3.035 -6.628 8.013
H -1.828 -3.894 1.600
H -2.444 -3.086 0.202
H -2.402 -1.464 3.982
H -2.131 -3.158 3.576
H -0.754 -2.076 3.702
H -2.414 -0.108 2.353
H 0.667 -2.446 -2.508
H 0.586 -0.911 -1.679
H -2.135 -2.898 -2.258
C -6.336 2.237 -3.177
O -5.659 3.175 -2.311
P -6.193 3.385 -0.746
O -6.254 4.853 -0.631
O -4.847 2.759 -0.102
C -4.404 1.462 -0.566
O -7.155 2.934 0.522
C -7.342 1.533 0.807
H -6.419 2.683 -4.167
H -5.753 1.318 -3.251
H -7.340 1.997 -2.819
H -3.656 1.584 -1.347
H -5.237 0.870 -0.954
H -3.953 0.925 0.266
H -6.498 1.151 1.381
H -7.460 0.954 -0.108
H -8.246 1.430 1.405
C -11.833 3.636 6.137
O -10.841 2.679 5.704
P -11.329 1.216 5.074
O -10.494 0.257 5.807
O -10.730 1.555 3.593
C -11.090 2.784 2.957
O -12.517 0.231 4.486
C -13.545 0.785 3.647
H -11.493 4.085 7.068
H -11.941 4.421 5.386
H -12.806 3.171 6.310
H -10.318 3.533 3.141
H -12.050 3.166 3.314
H -11.164 2.614 1.885
H -13.181 0.874 2.623
H -13.879 1.759 4.006
H -14.393 0.103 3.659
C 5.057 5.743 -7.786
O 4.324 6.206 -6.630
P 4.775 5.688 -5.107
O 3.493 5.281 -4.521
O 5.202 7.211 -4.669
C 6.101 7.954 -5.489
O 5.841 5.013 -4.040
C 7.253 5.218 -4.218
H 4.344 5.523 -8.578
H 5.736 6.525 -8.131
H 5.630 4.839 -7.575
H 5.537 8.601 -6.163
H 6.754 7.306 -6.080
H 6.723 8.573 -4.843
H 7.541 6.188 -3.812
H 7.541 5.156 -5.268
H 7.777 4.439 -3.669
C 8.046 -4.751 -1.552
O 6.620 -4.543 -1.588
P 5.987 -3.089 -1.036
O 4.901 -3.534 -0.158
O 5.454 -2.708 -2.539
C 6.357 -2.743 -3.639
O 6.103 -1.491 -0.608
C 7.038 -0.638 -1.284
H 8.236 -5.772 -1.224
H 8.465 -4.619 -2.552
H 8.545 -4.067 -0.863
H 6.276 -3.703 -4.153
H 7.395 -2.591 -3.328
H 6.085 -1.948 -4.332
H 6.614 -0.299 -2.231
H 7.989 -1.142 -1.464
H 7.219 0.229 -0.653
```

Its total charge is -1. The value obtained for the electronic energy is -4647.769363 a.u.

[2]
The following is a quantum chemistry calculation of a 6-piece molecular cluster, C32H82N6O10 overall, from OMol25.

Geometry as XYZ:
```
130
Properties=species:S:1:pos:R:3
C 13.466 21.294 -22.372
O 13.217 21.996 -23.542
C 12.822 23.344 -23.426
C 12.133 23.756 -24.716
N 12.029 25.180 -24.940
C 11.015 25.900 -24.189
C 10.417 27.024 -24.982
O 9.850 27.970 -24.076
C 9.393 29.096 -24.776
H 13.871 20.328 -22.665
H 12.569 21.221 -21.740
H 14.231 21.777 -21.737
H 13.687 24.008 -23.291
H 12.208 23.435 -22.521
H 11.101 23.415 -24.842
H 12.648 23.227 -25.523
H 12.904 25.665 -25.059
H 11.470 26.295 -23.265
H 10.311 25.211 -23.715
H 9.748 26.623 -25.749
H 11.220 27.526 -25.531
H 8.363 29.363 -24.513
H 9.432 29.083 -25.867
H 9.913 30.029 -24.515
C 7.067 19.029 -19.293
O 8.388 19.386 -19.715
C 8.622 19.053 -21.069
C 9.930 19.632 -21.613
N 11.115 18.792 -21.603
C 11.547 18.335 -20.284
C 11.712 16.822 -20.315
O 11.966 16.346 -19.015
C 11.797 14.969 -18.834
H 7.222 18.999 -18.216
H 6.745 18.078 -19.727
H 6.327 19.773 -19.604
H 7.795 19.332 -21.738
H 8.585 17.960 -21.200
H 10.174 20.578 -21.127
H 9.709 19.863 -22.658
H 11.124 18.111 -22.345
H 10.778 18.508 -19.528
H 12.465 18.854 -19.994
H 12.529 16.483 -20.964
H 10.780 16.408 -20.725
H 12.454 14.560 -18.070
H 11.979 14.358 -19.726
H 10.756 14.726 -18.588
C 5.485 19.924 -23.841
O 4.880 21.136 -24.229
C 3.444 21.135 -24.161
C 3.072 22.601 -23.898
N 2.930 22.918 -22.493
C 2.469 24.241 -22.107
C 2.583 24.452 -20.607
O 3.937 24.515 -20.255
C 4.095 24.607 -18.846
H 5.162 19.047 -24.404
H 5.448 19.776 -22.754
H 6.554 20.114 -23.986
H 3.147 20.473 -23.346
H 3.033 20.820 -25.123
H 2.098 22.736 -24.392
H 3.682 23.358 -24.406
H 3.812 22.769 -22.015
H 1.428 24.363 -22.414
H 3.113 24.992 -22.592
H 1.966 23.758 -20.028
H 2.090 25.437 -20.521
H 3.614 23.775 -18.324
H 3.694 25.557 -18.483
H 5.161 24.527 -18.638
C 14.296 17.352 -22.738
O 14.783 17.252 -21.443
C 15.696 18.228 -20.982
C 15.916 18.110 -19.494
N 16.618 16.869 -19.186
C 16.607 16.539 -17.764
C 16.857 15.027 -17.570
O 15.650 14.284 -17.525
C 15.190 13.859 -18.809
H 13.503 18.101 -22.855
H 13.797 16.447 -23.091
H 15.096 17.559 -23.460
H 15.168 19.180 -21.153
H 16.595 18.270 -21.609
H 14.896 18.214 -19.085
H 16.392 19.037 -19.160
H 16.116 16.202 -19.755
H 15.703 16.899 -17.250
H 17.369 17.187 -17.307
H 17.350 15.040 -16.590
H 17.559 14.584 -18.278
H 14.710 14.716 -19.287
H 14.406 13.123 -18.629
H 15.975 13.414 -19.424
C 14.048 11.656 -21.761
C 12.569 11.627 -21.362
C 11.962 10.329 -21.913
O 10.550 10.490 -21.865
C 9.875 9.449 -22.515
N 12.413 11.784 -19.936
H 14.572 10.878 -21.195
H 14.595 12.552 -21.461
H 14.188 11.491 -22.828
H 12.016 12.402 -21.897
H 12.179 9.479 -21.251
H 12.321 10.102 -22.921
H 8.786 9.442 -22.463
H 10.203 8.494 -22.086
H 10.066 9.424 -23.596
H 11.422 11.862 -19.729
H 12.754 11.009 -19.380
C 13.304 15.674 -15.154
C 13.375 17.054 -14.494
C 12.005 17.793 -14.554
O 11.920 18.956 -13.768
C 12.696 20.023 -14.255
N 13.787 16.978 -13.074
H 12.844 15.019 -14.415
H 14.304 15.340 -15.425
H 12.725 15.706 -16.080
H 14.142 17.655 -15.004
H 11.296 17.081 -14.127
H 11.815 17.977 -15.615
H 12.330 20.507 -15.168
H 13.766 19.849 -14.383
H 12.559 20.809 -13.507
H 13.194 17.617 -12.559
H 14.751 17.271 -13.020
```

Its total charge is 0. The value obtained for the energy above the lowest of the compared OMol25 structures with the same formula, charge and spin is 6.6637 eV. The SMILES is COC[C@H](C)N.COC[C@H](C)N.COCCNCCOC.COCCNCCOC.COCCNCCOC.COCCNCCOC.